{
  "formula": "C21H27ClN4O2",
  "method": "ωB97M-V with the def2-TZVPD basis set",
  "symbols": ["C", "O", "C", "C", "C", "C", "C", "C", "N", "C", "O", "N", "C", "C", "C", "C", "Cl", "C", "C", "N", "C", "C", "N", "C", "C", "C", "C", "C", "H", "H", "H", "H", "H", "H", "H", "H", "H", "H", "H", "H", "H", "H", "H", "H", "H", "H", "H", "H", "H", "H", "H", "H", "H", "H", "H"],
  "xyz": [[-4.52420, -2.70352, -1.21946], [-3.67201, -2.50735, -0.11742], [-2.48988, -1.86901, -0.31496], [-2.03614, -1.37678, -1.53299], [-0.81728, -0.72461, -1.60360], [-0.01839, -0.54385, -0.48492], [1.26273, 0.25852, -0.60336], [1.34063, 1.29255, 0.56020], [0.05729, 1.94743, 0.71439], [-0.30014, 2.90308, -0.18870], [0.48575, 3.59081, -0.80440], [-1.66513, 3.09907, -0.36241], [-2.72328, 2.26268, -0.00576], [-3.67766, 1.92843, -0.96799], [-4.74003, 1.10473, -0.65710], [-4.85871, 0.59558, 0.62723], [-6.17974, -0.44324, 1.01940], [-3.93707, 0.93652, 1.60280], [-2.88356, 1.77639, 1.29218], [2.40200, -0.60297, -0.82890], [3.61097, 0.01327, -1.32812], [4.59780, 0.42598, -0.22980], [4.91710, -0.72524, 0.59528], [5.92836, -0.41825, 1.58077], [3.70935, -1.25088, 1.20230], [2.72153, -1.65988, 0.10221], [-0.47835, -1.05158, 0.72959], [-1.68976, -1.70335, 0.81562], [-4.81956, -1.75192, -1.67190], [-5.40713, -3.20197, -0.82317], [-4.05782, -3.33952, -1.97893], [-2.62260, -1.48843, -2.43095], [-0.48368, -0.34179, -2.55685], [1.17491, 0.85953, -1.51953], [1.59684, 0.82126, 1.50946], [2.07551, 2.06209, 0.32219], [-0.68042, 1.31233, 0.98902], [-1.84711, 3.71858, -1.14180], [-3.58087, 2.32234, -1.96907], [-5.47695, 0.85942, -1.40619], [-4.05199, 0.56040, 2.60696], [-2.21034, 2.09030, 2.07491], [3.35266, 0.88006, -1.93813], [4.10990, -0.72806, -1.96328], [5.52013, 0.78220, -0.69537], [4.17885, 1.25009, 0.37524], [6.16702, -1.32236, 2.13957], [6.82787, -0.07456, 1.07201], [5.60938, 0.36082, 2.29291], [3.97432, -2.13418, 1.78961], [3.24926, -0.51273, 1.88604], [1.80508, -2.05407, 0.53952], [3.19397, -2.45957, -0.48066], [0.10703, -0.93279, 1.63004], [-2.04644, -2.09204, 1.75627]],
  "orbital_gap_ev": 8.63,
  "total_charge": 0,
  "smiles": "COc1ccc([C@@H](CNC(=O)Nc2ccc(Cl)cc2)N2CCN(C)CC2)cc1",
  "homo_ev": -7.96,
  "e_above_lowest_kj_mol": 130.2,
  "e_lumo_ev": 0.7
}

***

{
  "formula": "C21H27F24O11P2PtTl",
  "method": "ωB97M-V with the def2-TZVPD basis set",
  "symbols": ["Pt", "Tl", "P", "O", "O", "O", "O", "C", "C", "O", "P", "O", "O", "C", "C", "O", "C", "C", "H", "H", "H", "H", "H", "H", "H", "H", "H", "H", "H", "H", "H", "H", "H", "C", "C", "C", "F", "F", "F", "F", "O", "C", "C", "F", "F", "F", "F", "H", "H", "H", "H", "C", "C", "C", "F", "F", "F", "F", "O", "C", "C", "F", "F", "F", "F", "H", "H", "H", "H", "C", "C", "C", "F", "F", "F", "F", "O", "C", "C", "F", "F", "F", "F", "H", "H", "H", "H"],
  "xyz": [[3.13433, 0.43079, 1.63217], [1.53534, -1.47428, -2.19730], [0.98869, -0.28953, 0.83301], [-0.16695, -0.95626, 0.22869], [1.81841, 0.69115, -0.09676], [2.22900, -1.28529, 0.97218], [1.02182, 0.39773, 2.21630], [0.19665, 4.32709, -4.76036], [1.02812, 3.40807, -3.89007], [2.13872, 2.96477, -4.71868], [3.01642, 1.71883, -4.32575], [2.22644, 0.61748, -3.72268], [4.20098, 2.24873, -3.44171], [4.01334, 2.53475, -2.06165], [5.35581, 2.88159, -1.44495], [3.74699, 1.36652, -5.64610], [3.06337, 0.66073, -6.70878], [3.82333, 0.89931, -7.99229], [-0.13119, 3.78895, -5.64707], [-0.63614, 4.76978, -4.21521], [0.80286, 5.17570, -5.08235], [1.44254, 3.94876, -3.04073], [0.42978, 2.55068, -3.58323], [3.29239, 3.33837, -1.88736], [3.56820, 1.68691, -1.52150], [6.08848, 2.13448, -1.74084], [5.65369, 3.89713, -1.69347], [5.26790, 2.87315, -0.35341], [2.94155, -0.39703, -6.47542], [2.05864, 1.08189, -6.81384], [3.44065, 0.25342, -8.78030], [3.73045, 1.94386, -8.28636], [4.88977, 0.71225, -7.86604], [-3.34331, -3.56115, 0.89234], [-4.28741, -2.36211, 0.96216], [-3.74921, -1.39629, 2.10956], [-4.59240, -0.38012, 2.21589], [-3.64834, -2.04321, 3.26715], [-4.34377, -1.63930, -0.15330], [-5.52983, -2.74329, 1.25623], [-3.88826, -4.47143, 0.01031], [-3.36755, -5.80854, -0.02161], [-3.94298, -6.51200, -1.27279], [-3.60083, -7.80027, -1.20856], [-5.26697, -6.38316, -1.30011], [-2.05267, -5.74612, -0.10251], [-3.72281, -6.38602, 1.11640], [-3.23199, -4.06614, 1.86976], [-2.32818, -3.24561, 0.57133], [-2.76137, -1.01606, 1.78899], [-3.46584, -6.05856, -2.15060], [0.86259, -2.12884, 3.98567], [0.00136, -1.55831, 5.08968], [-0.25036, -0.05587, 4.98871], [-1.01647, 0.34709, 5.99843], [0.95753, 0.58913, 5.03445], [-1.21885, -2.16005, 5.06810], [0.55656, -1.84233, 6.29008], [0.90138, -3.53263, 4.12309], [1.33558, -4.23929, 3.05951], [0.40355, -4.12100, 1.84221], [0.83012, -4.88294, 0.81351], [-0.83782, -4.51572, 2.20134], [2.60659, -3.92200, 2.73246], [1.32204, -5.52839, 3.43021], [1.85402, -1.67947, 3.96535], [0.36947, -1.88386, 3.03705], [-0.69304, 0.22547, 4.02881], [0.37137, -3.07388, 1.53110], [-1.60223, 2.43536, 1.17802], [-0.77180, 3.19135, 0.15723], [0.60671, 3.64272, 0.67652], [1.40860, 3.91721, -0.39290], [0.48620, 4.73222, 1.43125], [-0.64958, 2.41911, -0.94854], [-1.44765, 4.30944, -0.21438], [-1.89820, 3.27908, 2.26515], [-2.91720, 2.84038, 3.03639], [-2.84130, 3.57771, 4.37527], [-3.73272, 3.05070, 5.22571], [-1.60273, 3.48764, 4.90395], [-4.08949, 3.12434, 2.43659], [-2.86835, 1.49020, 3.21343], [-1.02066, 1.58706, 1.54815], [-2.51542, 2.10659, 0.67572], [1.10034, 2.85992, 1.26414], [-3.08677, 4.63070, 4.20975]],
  "orbital_gap_ev": [4.97, 2.65],
  "total_charge": 2,
  "homo_ev": [-15.28, -15.28],
  "e_lumo_ev": [-10.3, -12.6],
  "spin_multiplicity": 3,
  "s_squared": 2.035
}

***

{
  "formula": "C21H27FN6O2",
  "method": "ωB97M-V with the def2-TZVPD basis set",
  "symbols": ["O", "C", "C", "N", "C", "O", "C", "N", "N", "N", "C", "C", "C", "C", "C", "F", "C", "C", "N", "C", "C", "C", "C", "C", "N", "C", "C", "C", "C", "C", "H", "H", "H", "H", "H", "H", "H", "H", "H", "H", "H", "H", "H", "H", "H", "H", "H", "H", "H", "H", "H", "H", "H", "H", "H", "H", "H"],
  "xyz": [[3.89594, 1.36474, 0.05941], [2.85354, 1.09032, 0.62327], [2.66465, -0.25565, 1.35484], [1.93628, -1.19337, 0.50517], [0.60860, -1.01892, 0.41984], [0.00622, -0.20180, 1.09715], [-0.17314, -1.85544, -0.61186], [-1.44712, -1.23316, -0.78773], [-1.61077, -0.14594, -1.49934], [-2.84258, 0.19285, -1.39477], [-3.43087, -0.71910, -0.59048], [-4.83031, -0.69839, -0.22306], [-5.35054, -1.68090, 0.61701], [-6.68699, -1.65954, 0.96357], [-7.48858, -0.64863, 0.46153], [-8.79531, -0.62594, 0.79689], [-6.99382, 0.33905, -0.37289], [-5.65640, 0.31071, -0.71471], [-2.54674, -1.63468, -0.19948], [2.69431, -2.24216, -0.15550], [3.77091, -1.69906, -1.11530], [4.94236, -2.66612, -0.96485], [4.93593, -2.98436, 0.52733], [3.44910, -3.14826, 0.85063], [1.77775, 1.87980, 0.67614], [1.63053, 3.09727, -0.09496], [1.12071, 4.24133, 0.80435], [-0.33599, 4.50465, 0.38956], [-0.74386, 3.27567, -0.42098], [0.53973, 2.91445, -1.16001], [3.64631, -0.66556, 1.57994], [2.10028, -0.10164, 2.27830], [0.33796, -1.85189, -1.57670], [-0.33904, -2.87277, -0.25164], [-4.69626, -2.45253, 0.99098], [-7.11322, -2.40854, 1.61214], [-7.65321, 1.10913, -0.74074], [-5.23309, 1.06248, -1.36190], [1.98752, -2.85892, -0.70908], [4.08062, -0.70049, -0.81087], [3.40563, -1.64081, -2.13957], [5.88123, -2.22757, -1.29550], [4.76130, -3.57563, -1.54065], [5.50838, -3.87812, 0.76927], [5.36286, -2.14662, 1.08016], [3.21219, -2.89003, 1.88147], [3.15002, -4.18504, 0.69487], [0.92874, 1.50838, 1.08684], [2.61074, 3.30627, -0.52903], [1.18276, 3.93446, 1.84837], [1.73352, 5.13314, 0.68486], [-0.38853, 5.39153, -0.24335], [-0.98296, 4.66672, 1.25005], [-1.57253, 3.47269, -1.09773], [-1.03587, 2.45829, 0.23960], [0.52186, 1.90188, -1.56017], [0.70922, 3.61181, -1.98070]],
  "orbital_gap_ev": 9.36,
  "total_charge": 0,
  "smiles": "O=C(CN(C(=O)Cn1nnc(-c2ccc(F)cc2)n1)C1CCCC1)NC1CCCC1",
  "homo_ev": -8.87,
  "e_above_lowest_kj_mol": 2.5,
  "e_lumo_ev": 0.5
}

***

{
  "formula": "C21H27MnN4Sb",
  "method": "ωB97M-V with the def2-TZVPD basis set",
  "symbols": ["Mn", "C", "N", "C", "C", "C", "C", "C", "C", "N", "C", "C", "C", "C", "C", "C", "N", "C", "C", "C", "C", "C", "N", "H", "H", "H", "H", "H", "H", "H", "H", "H", "H", "H", "H", "H", "H", "H", "H", "H", "H", "C", "Sb", "C", "C", "H", "H", "H", "H", "H", "H", "H", "H", "H"],
  "xyz": [[-0.17729, -0.12409, -0.21607], [-0.44041, 2.64772, 0.83686], [-0.21497, 2.06230, -0.52536], [1.04206, 2.53149, -1.18797], [2.27189, 1.73724, -0.69142], [3.54920, 2.23499, -0.50733], [4.57320, 1.41142, -0.10402], [4.31018, 0.04982, 0.05371], [3.01627, -0.39687, -0.18938], [2.00739, 0.42844, -0.52160], [-1.36939, 2.32535, -1.41217], [-2.55022, 1.43782, -1.13427], [-3.83988, 1.87904, -1.34067], [-4.88945, 1.03602, -0.98108], [-4.61925, -0.26184, -0.58884], [-3.30244, -0.67741, -0.58127], [-2.25517, 0.17568, -0.76850], [-0.00604, 1.77977, 2.03204], [0.33099, 2.44303, 3.19291], [0.59979, 1.73599, 4.35326], [0.59689, 0.33237, 4.28153], [0.32241, -0.24536, 3.04150], [0.01856, 0.42635, 1.93937], [-1.50683, 2.78376, 0.98098], [0.02382, 3.61577, 0.90465], [1.20274, 3.61265, -1.08214], [0.92934, 2.34785, -2.25328], [3.69894, 3.29589, -0.66410], [5.57677, 1.81869, 0.01492], [5.11272, -0.63390, 0.36430], [2.81866, -1.48124, -0.11115], [-1.02339, 2.13396, -2.43824], [-1.69307, 3.36747, -1.38824], [-4.09638, 2.90460, -1.60775], [-5.94387, 1.38147, -0.96084], [-5.41911, -0.95108, -0.28302], [-2.97727, -1.68786, -0.37528], [0.39030, 3.52214, 3.17917], [0.88380, 2.22561, 5.28974], [0.84218, -0.31038, 5.13062], [0.41462, -1.31649, 2.96143], [-0.61696, -4.11380, 0.47452], [0.04628, -2.94757, -1.18576], [1.99363, -3.73622, -1.52291], [-0.99890, -3.88937, -2.79134], [-0.42522, -5.19378, 0.30974], [-1.67419, -3.98227, 0.58156], [-0.12705, -3.89394, 1.41643], [1.95104, -4.79372, -1.78710], [2.64840, -3.69805, -0.66954], [2.49619, -3.19601, -2.33276], [-0.72173, -4.91858, -2.72675], [-0.69770, -3.47955, -3.74395], [-2.08204, -3.75533, -2.66520]],
  "orbital_gap_ev": [8.76, 9.09],
  "total_charge": 2,
  "homo_ev": [-14.21, -14.81],
  "e_lumo_ev": [-5.5, -5.7],
  "spin_multiplicity": 6,
  "s_squared": 8.754
}

***

no.,M (g/mol),E_tot (eV)
1,402.9,-44793.518
2,1372.8,-136456.554
3,414.5,-37968.906
4,512.2,-66021.071